The following is a DFT calculation (wB97M-V/def2-TZVPD) of a 9-piece molecular cluster, C54H162N27O9P9 overall in a non-equilibrium geometry.

Kohn-Sham gap (spin up / spin down)   7.0860 / 2.1174 eV
E_tot   -7382.3442 a.u.
Charge   +1
Multiplicity   2
Energy relative to the best compared isomer or geometry (same formula, charge and spin)   0.0 kJ/mol
Expectation value of S²   0.7615
LUMO (spin up / spin down)   -2.432 / -7.401 eV
HOMO (spin up / spin down)   -0.3498 / -0.3498 Eh

Cartesian coordinates (Å):
O: -10.197 2.286 -0.212
P: -8.717 2.418 0.007
N: -7.797 1.785 -1.306
C: -8.559 1.071 -2.391
C: -6.362 1.445 -1.234
N: -8.114 1.558 1.411
C: -8.131 0.131 1.344
C: -8.515 2.059 2.714
N: -8.022 4.002 0.133
C: -8.685 5.187 -0.423
C: -6.552 4.186 0.407
H: -9.604 1.365 -2.486
H: -8.625 0.003 -2.184
H: -8.059 1.110 -3.359
H: -5.690 2.088 -1.801
H: -6.289 0.387 -1.486
H: -5.943 1.535 -0.231
H: -7.481 -0.287 2.113
H: -9.146 -0.265 1.328
H: -7.702 -0.207 0.401
H: -8.501 3.148 2.672
H: -9.507 1.706 2.998
H: -7.809 1.737 3.480
H: -8.139 6.109 -0.222
H: -9.016 5.009 -1.446
H: -9.598 5.190 0.172
H: -6.411 5.184 0.821
H: -6.071 4.112 -0.569
H: -6.197 3.413 1.088
O: -1.154 -4.942 5.816
P: -2.078 -4.887 4.625
N: -1.531 -3.816 3.407
C: -0.240 -3.143 3.545
C: -2.215 -3.512 2.118
N: -3.672 -4.371 4.969
C: -3.843 -2.954 5.148
C: -4.566 -5.330 5.667
N: -2.261 -6.311 3.744
C: -3.404 -6.680 2.872
C: -1.562 -7.415 4.354
H: -0.401 -2.443 4.364
H: 0.000 -2.565 2.653
H: 0.563 -3.832 3.806
H: -1.838 -2.593 1.670
H: -3.297 -3.583 2.229
H: -1.890 -4.285 1.422
H: -3.168 -2.346 4.546
H: -4.874 -2.659 4.950
H: -3.573 -2.788 6.191
H: -4.132 -6.311 5.860
H: -4.997 -4.912 6.577
H: -5.489 -5.691 5.214
H: -4.056 -7.315 3.471
H: -3.956 -5.794 2.557
H: -3.015 -7.194 1.993
H: -2.007 -7.663 5.318
H: -0.511 -7.183 4.523
H: -1.639 -8.335 3.774
O: 6.998 2.675 -4.213
P: 5.928 3.663 -4.563
N: 5.146 4.332 -3.209
C: 4.419 3.359 -2.385
C: 5.812 5.331 -2.373
N: 4.628 3.119 -5.529
C: 4.917 2.261 -6.610
C: 3.337 3.777 -5.642
N: 6.410 5.046 -5.412
C: 5.619 6.317 -5.594
C: 7.741 5.035 -6.100
H: 3.560 2.984 -2.941
H: 4.100 3.677 -1.392
H: 5.062 2.493 -2.229
H: 6.833 5.033 -2.134
H: 5.237 5.549 -1.472
H: 5.928 6.291 -2.876
H: 5.978 2.011 -6.618
H: 4.279 1.377 -6.584
H: 4.747 2.806 -7.538
H: 2.731 3.299 -6.412
H: 2.850 3.789 -4.668
H: 3.542 4.810 -5.923
H: 5.094 6.357 -6.549
H: 4.913 6.484 -4.781
H: 6.288 7.177 -5.574
H: 7.570 5.192 -7.165
H: 8.324 4.129 -5.933
H: 8.336 5.812 -5.620
O: -0.508 8.011 -2.836
P: -0.788 6.869 -1.968
N: 0.155 5.381 -2.379
C: 1.650 5.462 -2.395
C: -0.395 4.406 -3.384
N: -2.419 6.389 -1.887
C: -3.534 7.346 -2.201
C: -2.806 5.135 -1.124
N: -0.450 7.161 -0.372
C: -0.764 8.475 0.150
C: -0.310 6.219 0.782
H: 2.039 4.587 -1.874
H: 1.809 6.389 -1.844
H: 2.122 5.661 -3.357
H: -1.473 4.295 -3.266
H: -0.133 3.350 -3.328
H: -0.219 4.754 -4.402
H: -3.638 7.715 -3.221
H: -4.466 6.923 -1.825
H: -3.388 8.182 -1.517
H: -3.471 4.513 -1.723
H: -1.912 4.582 -0.834
H: -3.057 5.329 -0.081
H: -1.761 8.315 0.561
H: -0.128 8.749 0.991
H: -0.739 9.316 -0.543
H: 0.434 6.587 1.488
H: 0.067 5.297 0.341
H: -1.220 6.050 1.356
O: 1.053 -6.301 -2.077
P: 0.782 -7.635 -1.486
N: 1.915 -9.000 -1.803
C: 2.336 -9.064 -3.218
C: 3.045 -9.302 -0.890
N: -0.737 -8.321 -2.023
C: -1.932 -7.495 -1.846
C: -1.085 -9.747 -2.080
N: 0.594 -7.676 0.225
C: 0.393 -6.420 0.812
C: 0.043 -8.872 0.860
H: 2.634 -10.097 -3.399
H: 3.196 -8.454 -3.496
H: 1.528 -8.916 -3.934
H: 3.735 -10.031 -1.314
H: 2.620 -9.749 0.009
H: 3.560 -8.388 -0.597
H: -2.304 -7.820 -0.875
H: -1.644 -6.450 -1.734
H: -2.680 -7.698 -2.613
H: -2.101 -9.934 -2.427
H: -0.436 -10.231 -2.809
H: -1.007 -10.287 -1.136
H: 0.513 -6.317 1.891
H: 0.963 -5.652 0.289
H: -0.636 -6.146 0.582
H: 0.403 -9.761 0.341
H: -1.044 -8.842 0.782
H: 0.285 -8.763 1.917
O: 4.269 3.043 5.489
P: 3.692 2.358 4.329
N: 3.971 3.286 2.891
C: 3.156 3.239 1.669
C: 5.072 4.246 2.822
N: 2.056 2.046 4.410
C: 1.425 0.720 4.557
C: 1.132 3.196 4.446
N: 4.401 0.841 3.973
C: 5.001 -0.018 5.024
C: 4.374 0.220 2.619
H: 2.424 2.431 1.634
H: 3.817 3.023 0.831
H: 2.668 4.168 1.374
H: 5.321 4.670 3.794
H: 4.910 5.126 2.198
H: 5.941 3.690 2.472
H: 1.809 -0.003 3.838
H: 1.806 0.201 5.437
H: 0.338 0.639 4.511
H: 1.200 3.826 3.559
H: 0.100 2.859 4.544
H: 1.296 3.792 5.344
H: 5.271 0.576 5.897
H: 4.236 -0.744 5.300
H: 5.935 -0.431 4.645
H: 3.359 0.251 2.224
H: 4.726 -0.810 2.675
H: 5.021 0.817 1.976
O: 0.398 -0.572 0.660
P: 0.181 -0.413 -0.804
N: -1.217 0.450 -1.083
C: -2.437 -0.276 -0.772
C: -1.326 1.800 -0.643
N: 0.088 -1.890 -1.608
C: -0.477 -2.059 -2.877
C: 0.968 -2.989 -1.296
N: 1.384 0.434 -1.664
C: 2.789 0.337 -1.124
C: 1.271 0.761 -3.122
H: -2.590 -0.224 0.306
H: -2.456 -1.257 -1.246
H: -3.332 0.188 -1.186
H: -0.547 2.428 -1.076
H: -1.298 1.717 0.444
H: -2.246 2.223 -1.046
H: 0.312 -2.225 -3.611
H: -1.338 -2.727 -2.860
H: -0.904 -1.133 -3.261
H: 1.901 -3.018 -1.859
H: 1.274 -2.933 -0.252
H: 0.395 -3.900 -1.470
H: 3.078 1.256 -0.613
H: 2.916 -0.462 -0.393
H: 3.559 0.100 -1.858
H: 1.670 -0.046 -3.736
H: 1.939 1.561 -3.443
H: 0.245 0.872 -3.472
O: -5.792 1.745 5.799
P: -4.516 2.246 5.294
N: -3.222 1.821 6.264
C: -3.386 2.209 7.709
C: -2.427 0.605 6.117
N: -4.465 3.945 5.082
C: -3.296 4.613 4.638
C: -5.754 4.677 4.747
N: -4.106 1.662 3.704
C: -2.728 1.832 3.149
C: -4.943 0.587 3.121
H: -4.280 1.720 8.098
H: -3.462 3.292 7.807
H: -2.533 1.821 8.265
H: -1.437 0.840 6.510
H: -2.349 0.155 5.127
H: -2.885 -0.212 6.674
H: -3.344 5.691 4.797
H: -2.461 4.344 5.285
H: -3.109 4.475 3.573
H: -6.076 4.514 3.718
H: -6.640 4.240 5.208
H: -5.784 5.751 4.935
H: -2.102 2.518 3.720
H: -2.185 0.887 3.155
H: -2.732 2.087 2.090
H: -4.771 0.626 2.045
H: -5.979 0.730 3.426
H: -4.735 -0.403 3.529
O: 6.760 -4.904 -5.377
P: 6.206 -3.999 -4.298
N: 6.251 -2.357 -4.783
C: 5.776 -1.267 -3.952
C: 6.862 -2.059 -6.052
N: 7.064 -4.209 -2.811
C: 6.510 -3.671 -1.554
C: 8.533 -4.183 -2.846
N: 4.561 -4.467 -3.901
C: 4.386 -5.957 -3.792
C: 3.348 -3.819 -4.383
H: 4.701 -1.236 -4.128
H: 6.238 -0.305 -4.177
H: 5.961 -1.364 -2.882
H: 7.053 -2.966 -6.625
H: 7.743 -1.426 -5.941
H: 6.198 -1.554 -6.753
H: 5.422 -3.704 -1.613
H: 6.818 -4.324 -0.737
H: 6.710 -2.618 -1.358
H: 8.893 -4.592 -1.902
H: 8.740 -4.942 -3.600
H: 8.964 -3.247 -3.201
H: 4.963 -6.438 -3.003
H: 3.334 -6.182 -3.613
H: 4.676 -6.322 -4.777
H: 2.524 -4.305 -3.860
H: 3.226 -3.966 -5.456
H: 3.371 -2.772 -4.082

Results of the Mulliken charge analysis, in e, for atoms 1 through 5:
1 O -0.8293
2 P 0.2876
3 N 0.2831
4 C -1.0584
5 C -1.0742